Entry 1:
This record from the OMol25 dataset describes a 11-piece molecular cluster, C39H99NO11 overall at a distorted geometry. The level of theory is ωB97M-V with the def2-TZVPD basis set.

The geometry in XYZ format:
```
150
Properties=species:S:1:pos:R:3:mulliken_charge:R:1
C 5.08010 -1.69071 -2.08366 -2.104
C 4.07301 -0.60837 -2.32308 1.674
C 4.89867 0.70795 -2.22371 -1.560
C 4.06459 1.90822 -2.76352 0.894
C 3.58149 1.66395 -4.18101 -1.443
C 2.78034 0.37497 -4.31122 1.742
N 3.53280 -0.72195 -3.68687 0.268
O 2.97780 -1.97017 -3.93874 -0.273
C 1.34334 0.54337 -3.73305 -0.038
C 2.60898 0.05010 -5.80841 -1.981
C 2.97040 -0.68526 -1.26989 -0.012
H 4.59965 -2.67175 -1.96984 0.295
H 5.62790 -1.60345 -1.14278 0.413
H 5.82547 -1.82381 -2.87177 0.496
H 5.14304 0.94098 -1.18759 0.461
H 5.79974 0.58633 -2.82247 0.382
H 4.73291 2.77152 -2.77186 0.549
H 3.24175 2.02214 -2.06097 -1.064
H 4.35046 1.70801 -4.95221 0.371
H 2.91939 2.52469 -4.33841 0.359
H 0.65256 1.06333 -4.40352 0.711
H 0.75902 -0.36596 -3.57995 -0.519
H 1.43263 1.11437 -2.81059 -0.568
H 3.57513 -0.21347 -6.24150 0.558
H 1.89217 -0.75774 -5.93905 0.153
H 2.24327 0.96664 -6.27243 0.451
H 3.36873 -0.80276 -0.25200 0.701
H 2.20113 -1.44871 -1.33398 -0.395
H 2.56429 0.32625 -1.16252 -0.728
H 3.52810 -2.43911 -4.57624 0.292
C 1.63751 -4.22628 -0.07456 -0.226
C 2.20628 -4.80850 1.21836 0.832
C 2.41873 -6.31520 1.12793 -1.602
O 3.50332 -4.17468 1.39747 -0.587
H 1.05238 -3.32148 0.10823 -0.580
H 0.90166 -4.86347 -0.57449 0.388
H 2.41930 -4.01498 -0.80099 0.180
H 1.63802 -4.66976 2.14090 0.198
H 2.97583 -6.68355 1.98878 0.388
H 2.84405 -6.58175 0.16202 0.334
H 1.44772 -6.81155 1.23619 0.366
H 3.49892 -3.85101 2.30301 0.305
C -1.94842 -2.94907 -5.04808 -1.238
C -0.60844 -3.64748 -5.11107 0.552
C 0.04382 -3.89559 -3.75491 -0.488
O -0.70221 -4.93439 -5.73525 -0.567
H -2.59385 -3.07416 -5.92688 0.405
H -1.76409 -1.86805 -5.06424 0.216
H -2.64286 -3.13151 -4.22363 0.288
H 0.03127 -2.95111 -5.67168 0.012
H 0.90015 -4.55893 -3.85299 0.393
H -0.68846 -4.24897 -3.02890 0.411
H 0.45224 -2.95214 -3.38263 -0.271
H -1.26651 -4.79246 -6.50568 0.361
C -0.11749 -1.00386 6.89820 -1.027
C -0.09916 -2.24257 5.95435 0.010
C -0.39238 -1.85477 4.51404 -0.158
O 1.24162 -2.76775 6.02838 -0.535
H 0.39865 -0.22040 6.35566 0.077
H 0.31846 -1.27813 7.85511 0.427
H -1.16090 -0.76690 7.12675 0.350
H -0.76522 -3.07041 6.21497 0.495
H -0.52004 -2.67377 3.80609 0.612
H 0.38118 -1.20126 4.10466 -0.346
H -1.32234 -1.27924 4.50062 -0.096
H 1.28670 -3.39525 6.75281 0.294
C -0.07246 3.45063 5.71013 -1.433
C -0.95357 3.30211 4.48536 0.660
C -1.09970 1.78996 4.06173 0.180
O -2.29545 3.64687 4.87838 -0.638
H 0.93138 3.10152 5.44575 0.224
H -0.46161 2.91013 6.57158 0.344
H 0.10415 4.48669 6.01131 0.377
H -0.55807 3.93683 3.68990 0.081
H -1.03363 1.80527 2.97122 0.007
H -2.04249 1.37167 4.39754 0.447
H -0.31967 1.19708 4.54400 -0.512
H -2.88993 3.67880 4.12385 0.312
C -7.06277 0.77128 -3.53671 -1.564
C -5.70728 0.85385 -2.86467 0.927
C -4.54778 0.50771 -3.81748 -0.772
O -5.49621 2.18687 -2.41781 -0.537
H -7.35990 1.64366 -4.11874 0.349
H -7.84219 0.66629 -2.77469 0.393
H -7.16975 -0.13003 -4.14286 0.359
H -5.75906 0.18029 -2.00435 -0.087
H -4.62906 -0.51887 -4.18229 0.366
H -3.63979 0.71073 -3.25139 -0.078
H -4.60062 1.12980 -4.71152 0.352
H -4.63994 2.26935 -1.97538 0.369
C -0.74711 -1.16186 -1.35178 -1.225
C -1.61829 -0.91030 -0.11621 0.055
C -0.69294 -0.62137 1.09947 1.004
O -2.36112 0.29152 -0.35992 -0.189
H 0.14522 -0.53023 -1.36260 -0.029
H -1.29217 -0.81548 -2.23591 0.545
H -0.37789 -2.17509 -1.49710 0.197
H -2.33092 -1.70159 0.10807 0.605
H -0.21109 0.34021 0.94397 -0.649
H 0.01822 -1.44901 1.16491 -0.221
H -1.28213 -0.60598 2.01672 -0.084
H -1.95906 0.75617 -1.10084 -0.194
C -0.88717 2.88970 -2.97405 -0.392
C -1.82310 3.96457 -2.44750 0.668
C -2.34091 4.90213 -3.52802 -1.700
O -2.89370 3.19043 -1.85226 -0.324
H -0.26019 2.47785 -2.18425 -0.534
H -0.20058 3.28067 -3.73662 0.522
H -1.37613 2.04922 -3.46786 0.421
H -1.32926 4.49943 -1.63126 -0.038
H -1.53015 5.41749 -4.04554 0.376
H -3.06528 5.64543 -3.19466 0.419
H -2.86362 4.32604 -4.29661 0.328
H -3.09862 3.54100 -0.97944 0.189
C 2.56954 0.46729 3.06378 -0.634
C 2.99258 0.36498 4.52337 1.624
C 4.20795 -0.49780 4.83355 -1.674
O 3.23039 1.69483 5.00481 -0.593
H 1.86448 1.24434 2.77079 -0.256
H 2.30944 -0.49338 2.61555 0.245
H 3.43101 0.81757 2.47206 0.560
H 2.14260 0.03324 5.11654 -0.937
H 4.02731 -1.56838 4.77200 0.284
H 4.53710 -0.25747 5.84634 0.438
H 5.06051 -0.17200 4.22964 0.383
H 3.93765 2.12795 4.51730 0.352
C -4.95257 -1.06053 4.30524 -1.372
C -4.89355 -0.12627 3.12040 1.086
C -4.91588 -0.84881 1.78279 -1.054
O -6.01540 0.78607 3.20143 -0.613
H -5.12693 -0.47466 5.20924 0.368
H -4.02298 -1.61589 4.45736 0.248
H -5.76209 -1.79169 4.23581 0.467
H -4.03887 0.55862 3.09638 -0.201
H -5.51902 -1.75476 1.91526 0.393
H -3.90102 -1.15907 1.52025 -0.060
H -5.26945 -0.31474 0.90354 0.363
H -6.78562 0.19837 3.21689 0.344
C 1.87112 4.06906 -0.63475 -1.530
C 1.41914 3.20099 0.52908 1.339
C 1.58389 3.96369 1.84953 -1.303
O 0.10204 2.70010 0.42720 -0.023
H 1.19614 4.93534 -0.67731 0.403
H 1.58527 3.61702 -1.58937 0.164
H 2.90878 4.38268 -0.60022 0.420
H 2.06864 2.33565 0.70021 -0.299
H 2.65295 4.14775 1.96531 0.438
H 1.29334 3.35207 2.70522 -0.018
H 0.91600 4.82932 1.86300 0.431
H -0.55532 3.36987 0.64256 0.085
```

Computed properties:
HOMO energy	-8.31	eV
frontier orbital gap	8.51	eV
LUMO level	0.008	hartree
SMILES	CC1(C)CCCC(C)(C)N1O.CC(C)O.CC(C)O.CC(C)O.CC(C)O.CC(C)O.CC(C)O.CC(C)O.CC(C)O.CC(C)O.CC(C)O

=====

Entry 2:
This record from the OMol25 dataset describes C3Br3ClO as an isolated structure at a distorted geometry. The level of theory is ωB97M-V with the def2-TZVPD basis set.

The geometry in XYZ format:
```
8
Properties=species:S:1:pos:R:3:nbo_charge:R:1
C 1.53785 -0.83840 -0.29015 -0.199
C 1.73387 -1.08535 0.86532 -0.161
C -1.76062 1.12727 -0.24822 0.264
O -1.47909 2.28071 -0.17154 -0.486
Cl 1.70964 -1.56159 2.36584 0.175
Br 1.90067 -0.27986 -1.98400 0.185
Br -1.99638 0.13176 1.29182 0.096
Br -1.64594 0.22547 -1.82907 0.126
```

Computed properties:
HOMO energy	-9.71	eV
frontier orbital gap	9.82	eV
LUMO level	0.004	hartree